1.
11
Properties=species:S:1:pos:R:3:lowdin_charge:R:1 method="wB97M-V/def2-TZVPD" total_charge=-1 gap_ev=9.18 total_energy_ha=-1327.5582 smiles="O=[PH2][P@](=O)([O-])OP" e_homo_ha=-0.1907 de_lowest_kcal_mol=36.55
O 2.16652 -0.43926 0.39423 -0.37
O 2.06945 0.94036 -1.83005 -0.42
O -0.75989 0.76931 1.16543 -0.53
O 0.22934 -0.81131 -1.39954 -0.75
P -0.28723 1.34619 -0.07095 0.52
P 0.30191 -2.41189 -1.23232 0.70
P 1.41718 0.23703 -0.67491 0.12
H -1.37089 1.30821 -1.14955 0.01
H 0.03561 2.81123 0.11554 -0.02
H 0.18176 -2.42341 0.07203 -0.15
H 1.62892 -2.76881 -1.39290 -0.12


2.
105
Properties=species:S:1:pos:R:3:lowdin_charge:R:1 method="wB97M-V/def2-TZVPD" gap_ev=6.02 total_energy_ha=-3688.8613 e_homo_ha=-0.2254 de_lowest_kcal_mol=4.93
Pb -14.17274 -8.96713 12.46779 1.17
C -12.13460 -7.99196 20.52651 -0.06
C -12.93073 -7.90149 19.26578 -0.27
C -12.79753 -6.77967 18.44938 -0.03
C -13.51515 -6.68931 17.25503 -0.05
C -14.40266 -7.72570 16.90013 -0.37
C -14.50989 -8.85813 17.70158 -0.07
C -13.78987 -8.93793 18.88457 -0.03
S -15.31446 -7.65135 15.34191 0.91
O -15.90545 -9.01710 15.13157 -0.57
C -16.67418 -6.55846 15.77889 -0.28
C -17.14915 -6.62735 17.11661 -0.05
C -18.14154 -5.81623 17.54143 -0.01
C -18.77061 -4.92931 16.62530 -0.16
C -19.87626 -4.11809 16.97609 -0.03
C -20.51540 -3.31354 16.07409 -0.07
C -20.07743 -3.27910 14.72812 -0.05
C -19.02621 -4.07417 14.36218 -0.02
C -18.35716 -4.90935 15.28748 -0.12
C -17.25914 -5.73280 14.85833 -0.14
C -16.81770 -5.66163 13.42412 -0.14
C -16.21813 -4.45700 12.92017 -0.14
C -15.95498 -3.34515 13.74144 -0.03
C -15.48949 -2.16366 13.23090 -0.06
C -15.31121 -2.03307 11.82787 -0.08
C -15.53950 -3.10858 11.01081 -0.05
C -16.00225 -4.33879 11.52728 -0.14
C -16.29688 -5.43049 10.64320 0.00
C -16.82081 -6.56980 11.14432 -0.08
C -17.11373 -6.66348 12.52260 -0.28
S -17.94494 -8.25227 12.95297 0.99
O -17.54704 -9.20918 11.87572 -0.53
C -19.60439 -7.61415 12.56413 -0.35
C -20.40553 -7.18860 13.62637 -0.08
C -21.63382 -6.65098 13.32318 -0.05
C -22.08116 -6.53551 12.00285 -0.27
C -23.37540 -5.84419 11.74372 -0.05
C -21.31436 -7.06742 10.97215 -0.03
C -20.06995 -7.61251 11.25258 -0.06
H -11.45730 -7.14051 20.67877 0.08
H -11.52851 -8.89914 20.54235 0.08
H -12.78558 -8.02329 21.39868 0.08
H -12.15782 -5.96759 18.76139 0.11
H -13.39095 -5.85862 16.59530 0.10
H -15.15499 -9.65625 17.36884 0.11
H -13.79209 -9.86633 19.46973 0.12
H -16.70233 -7.33041 17.81854 0.11
H -18.44942 -5.82942 18.58236 0.12
H -20.17170 -4.17732 18.01167 0.11
H -21.35750 -2.73433 16.41934 0.10
H -20.60003 -2.67689 13.98495 0.11
H -18.69700 -4.07243 13.35590 0.11
H -16.09170 -3.43302 14.82665 0.13
H -15.28454 -1.32076 13.86636 0.10
H -14.91552 -1.13141 11.39835 0.10
H -15.36643 -3.02057 9.95315 0.10
H -16.08815 -5.30165 9.59285 0.11
H -16.98341 -7.41570 10.52640 0.10
H -20.05426 -7.28758 14.65470 0.12
H -22.24758 -6.30741 14.14842 0.11
H -23.66397 -5.26460 12.61492 0.07
H -24.15043 -6.57091 11.49998 0.09
H -23.31894 -5.16644 10.91387 0.07
H -21.72371 -7.01020 9.97163 0.12
H -19.45234 -8.02764 10.44571 0.12
S -13.77492 -10.48475 10.08271 0.45
C -14.61791 -11.72957 11.02911 -0.77
C -15.30486 -12.84002 10.49864 -0.09
C -15.90946 -13.76099 11.33288 -0.08
C -15.88022 -13.56414 12.70320 -0.09
C -15.21091 -12.45473 13.15539 -0.14
N -14.57791 -11.57228 12.36508 -0.09
H -15.31281 -13.00415 9.44572 0.09
H -16.37057 -14.65105 10.93150 0.10
H -16.32415 -14.23928 13.41972 0.10
H -15.14266 -12.22041 14.23790 0.12
C -11.45571 -10.93830 13.09287 -0.12
C -12.00951 -9.56055 13.27650 -0.56
O -11.35528 -8.70153 13.83332 -0.07
H -10.42968 -10.98388 13.43367 0.07
H -11.54529 -11.22650 12.03035 0.05
H -12.08011 -11.65916 13.62881 0.06
C -12.13577 -5.25005 8.23515 -0.16
C -13.17551 -6.35607 8.30123 -0.17
N -13.26673 -6.81797 9.68012 0.08
C -12.90260 -6.12474 10.79711 -0.40
N -13.00323 -6.69008 11.94952 -0.02
C -12.74517 -5.88670 13.16916 -0.23
C -11.66107 -4.85207 12.93432 -0.14
C -12.09025 -3.99961 11.73716 -0.14
N -12.48718 -4.83293 10.60850 -0.03
C -12.53451 -4.23619 9.28161 -0.16
H -12.19408 -4.77360 7.25070 0.12
H -11.11116 -5.63141 8.37896 0.13
H -12.88972 -7.19869 7.67040 0.13
H -14.11049 -5.93897 7.96467 0.10
H -13.52576 -7.78396 9.84298 0.04
H -12.47042 -6.59145 13.95237 0.08
H -13.64684 -5.36457 13.51267 0.10
H -10.71062 -5.32185 12.77287 0.11
H -11.60222 -4.18538 13.82708 0.13
H -11.27809 -3.33773 11.41422 0.12
H -12.89839 -3.35042 12.02422 0.09
H -11.88583 -3.38158 9.28177 0.11
H -13.52649 -3.83522 9.04737 0.10


3.
62
Properties=species:S:1:pos:R:3:mulliken_spin:R:1 method="wB97M-V/def2-TZVPD" gap_ev="7.83 / 6.57" total_energy_ha=-3371.5234 spin_multiplicity=2 e_homo_ha="-0.3155 / -0.3422" de_lowest_kcal_mol=37.24
Hg 7.15126 11.06460 10.43732 0.67
C 6.47801 6.51797 8.38107 0.00
C 7.40460 7.35437 9.17574 0.03
N 8.11180 8.41635 8.78986 0.00
N 8.11089 8.68487 7.45415 0.00
C 8.34355 9.94626 6.98158 0.01
N 8.15726 10.02905 5.66108 0.01
S 8.84078 11.28960 7.91326 0.14
C 7.58285 6.96359 10.59605 -0.02
C 7.64572 5.66996 11.00674 0.00
C 7.84474 5.33824 12.33137 0.00
C 7.86097 6.37140 13.27210 0.00
C 7.66812 7.68906 12.80729 -0.02
N 7.50589 7.98694 11.52536 0.00
H 6.12028 7.14017 7.53511 0.00
H 5.58603 6.23289 9.02740 0.00
H 6.87360 5.62040 7.89331 0.00
H 8.11485 7.86364 6.80496 0.00
H 7.84554 9.25607 5.06081 0.00
H 8.31121 10.91659 5.22971 0.00
H 7.64723 4.82984 10.29575 0.00
H 7.91398 4.32134 12.65862 0.00
H 8.00630 6.21143 14.32328 0.00
H 7.57619 8.51356 13.48518 0.03
C 4.25688 8.58851 12.24916 0.02
O 5.10796 9.14534 13.23804 -0.01
C 4.39117 9.54892 14.44093 0.00
C 5.39052 10.16117 15.40458 0.00
O 5.85704 11.39948 14.78671 0.01
C 6.77662 12.10146 15.65322 0.00
C 7.94785 12.68213 14.81990 0.00
O 7.34744 13.51097 13.74994 0.01
C 8.15784 14.70686 13.57651 0.00
H 3.30392 8.28455 12.70661 0.00
H 4.80158 7.70662 11.84482 0.00
H 3.98489 9.37245 11.51865 0.00
H 3.96617 8.68032 14.92290 0.00
H 3.58954 10.20737 14.18314 0.00
H 6.29133 9.54712 15.64362 0.00
H 4.87573 10.47929 16.36846 0.00
H 7.19012 11.41145 16.39041 0.00
H 6.20424 12.94339 16.07360 0.00
H 8.52139 11.86360 14.27202 0.01
H 8.58991 13.29486 15.46996 0.00
H 8.31764 15.22707 14.53028 0.00
H 7.55412 15.32748 12.89841 0.00
H 9.09072 14.46828 13.09315 0.00
F 2.89826 14.68530 12.45285 0.00
C 4.21900 14.31604 12.41689 0.00
F 4.96024 15.32862 12.96682 0.00
F 4.35363 13.21388 13.21437 0.00
S 4.71290 13.72636 10.69234 0.04
O 6.16821 13.52962 10.85115 0.06
O 3.88991 12.61821 10.30783 -0.01
N 4.24431 14.98093 9.85880 0.00
S 5.28362 16.09117 9.24563 0.00
O 4.49176 17.31468 9.08024 0.00
O 6.65358 16.12079 9.71597 0.00
C 5.51189 15.48135 7.53795 0.00
F 6.26328 14.34849 7.50956 0.00
F 6.16213 16.47466 6.92076 0.00
F 4.36230 15.18926 6.88561 0.00